Model one:
4 unconnected molecules or ions with the total composition C3H13NO2S, computed with ωB97M-V with the def2-TZVPD basis set.

Each line ends with the natural charge from an NBO analysis.
Geometry (Å):
C1 0.63382 -1.30918 -2.25493  -0.422
N1 -0.27349 -0.45432 -1.40600  -0.642
C2 -0.29173 -0.84198 -0.03428  -0.248
C3 -1.21532 -0.10729 0.92276  -0.479
S1 -0.65551 -0.53297 2.69673  -0.122
H1 1.67435 -1.10877 -1.91000  0.161
H2 0.44773 -2.37575 -2.04439  0.185
H3 0.72863 -1.31324 -3.29204  0.207
H4 -0.06518 0.48358 -1.54293  0.400
H5 0.66335 -0.78342 0.49717  0.154
H6 -0.59884 -1.90834 0.01358  0.189
H7 -2.24750 -0.47264 0.80835  0.221
H8 -1.15999 1.02159 0.96188  0.230
H9 -1.73368 -2.15473 2.01685  0.160
H10 0.36007 1.03313 2.12123  0.460
H11 0.91348 2.28909 2.79390  0.491
O1 0.81220 1.91023 1.89518  -0.958
H12 0.71142 1.85338 0.01221  0.513
H13 0.83703 2.81282 -1.26010  0.484
O2 0.45916 1.95880 -0.99517  -0.985

net charge = 0
frontier orbital gap = 0.2315 Ha



Model two:
3 unconnected molecules or ions with the total composition C3H13NO2S, computed with ωB97M-V with the def2-TZVPD basis set.

Each line ends with the natural charge from an NBO analysis.
Geometry (Å):
N1 3.31453 1.28236 -0.74670  -0.841
C1 2.72732 0.76613 -1.98992  -0.216
C2 1.28702 0.29409 -1.90391  -0.449
C3 1.01349 -0.68726 -0.79046  -0.519
S1 -0.24408 -1.97644 -1.17302  -0.051
H1 3.00991 0.76749 0.07912  0.352
H2 3.09712 2.26466 -0.62630  0.356
H3 2.79922 1.57737 -2.72450  0.196
H4 3.40092 0.00586 -2.36266  0.182
H5 0.60876 1.15426 -1.91303  0.205
H6 0.97634 -0.10894 -2.87569  0.223
H7 0.73178 -0.36887 0.20146  0.228
H8 1.94116 -1.23402 -0.56702  0.214
H9 0.60461 -2.79297 -1.80934  0.120
O1 -3.27601 -0.60302 2.96133  -0.958
H10 -3.38536 -0.83958 2.03685  0.460
H11 -3.11206 0.35237 2.97414  0.485
O2 -3.23263 2.22422 3.53142  -0.941
H12 -4.10066 2.57427 3.75544  0.481
H13 -3.02718 2.61543 2.67553  0.473

net charge = 0
frontier orbital gap = 0.3488 Ha
SMILES = NCCCS.O.O



Model three:
3 unconnected molecules or ions with the total composition C3H13NO2S, computed with ωB97M-V with the def2-TZVPD basis set.

Each line ends with the natural charge from an NBO analysis.
Geometry (Å):
N1 0.45781 -2.22905 0.39193  -0.849
C1 1.32742 -1.03395 0.58672  -0.221
C2 0.66890 0.15565 -0.13483  -0.422
C3 1.54477 1.48180 -0.15914  -0.526
S1 0.70815 3.10203 -0.41177  -0.031
H1 0.95610 -3.06223 0.65672  0.361
H2 0.24519 -2.28819 -0.58985  0.356
H3 1.52283 -0.94704 1.69993  0.195
H4 2.26848 -1.23790 0.06754  0.168
H5 0.54471 -0.08803 -1.22920  0.203
H6 -0.24746 0.46219 0.35442  0.226
H7 2.24190 1.41784 -1.02592  0.208
H8 2.29744 1.45752 0.67869  0.228
H9 0.25127 2.90941 -1.62326  0.117
O1 -2.58026 -1.76673 -1.38082  -0.942
H10 -2.71650 -2.37409 -0.62056  0.488
H11 -1.99246 -2.30010 -1.99292  0.454
O2 -2.12798 -1.80118 1.60811  -0.968
H12 -1.19197 -1.82346 1.51963  0.489
H13 -2.29513 -1.23279 2.37472  0.464

net charge = 0
frontier orbital gap = 0.3619 Ha
SMILES = NCCCS.O.O



Bottom line: model two, by a margin of 0.0037 hartree.



Model one:
2 unconnected molecules or ions with the total composition C6H8N2O2S, computed with ωB97M-V with the def2-TZVPD basis set.

Each line ends with the natural charge from an NBO analysis.
Geometry (Å):
C1 0.37028 -2.42191 -1.01753  -0.415
C2 -0.47237 -1.58554 -0.42881  0.024
C3 0.31219 -0.65076 0.34891  -0.221
C4 -0.49709 0.56674 0.31446  -0.077
C5 -0.67532 1.45241 1.48488  -0.614
C6 -0.15304 1.50023 -0.92205  -0.624
N1 -1.82222 -1.15238 -0.44891  -0.127
N2 -1.85577 -0.02514 -0.06636  -0.027
O1 2.80074 -1.98287 0.42057  -0.871
O2 2.22513 -0.60100 -1.46704  -0.926
S1 1.77582 -1.48392 -0.42833  2.159
H1 0.19442 -3.21776 -1.69465  0.255
H2 0.13287 -0.87484 2.43321  0.055
H3 0.21791 1.86297 1.82355  0.230
H4 -1.14260 1.09960 2.36302  0.233
H5 -1.16349 2.42300 1.20781  0.230
H6 0.90444 1.89855 -0.88209  0.249
H7 -1.02040 2.22267 -1.11889  0.239
H8 -0.13151 0.96994 -1.92172  0.229

net charge = 0
frontier orbital gap (alpha / beta) = 0.3004 / 0.3113 Ha



Model two:
2 unconnected molecules or ions with the total composition C6H8N2O2S, computed with ωB97M-V with the def2-TZVPD basis set.

Each line ends with the natural charge from an NBO analysis.
Geometry (Å):
C1 1.04288 -1.58156 -2.19415  0.276
C2 -0.72542 -0.42854 -1.11490  0.122
C3 1.57436 0.24821 -0.50095  -0.435
C4 0.75172 -0.11312 0.75541  -0.265
C5 0.67672 -0.19646 -1.70024  -0.414
C6 -1.54588 -0.83966 1.00555  -0.417
N1 1.12135 -2.66163 -2.56267  -0.326
N2 -0.51597 -0.43780 0.12972  -0.405
O1 -0.35926 3.32798 0.67182  -0.826
O2 -1.76034 2.18435 2.23777  -0.832
S1 -1.52698 2.54329 0.85380  1.670
H1 1.72735 1.33712 -0.72894  0.243
H2 2.42491 -0.46943 -0.59232  0.246
H3 1.04069 -1.02961 1.23189  0.209
H4 0.78964 0.63779 1.55452  0.226
H5 0.62688 0.28136 -2.70427  0.271
H6 -1.09126 -1.56535 1.72932  0.201
H7 -1.92538 0.07948 1.55204  0.210
H8 -2.32601 -1.31642 0.37659  0.246

net charge = 0
frontier orbital gap = 0.2680 Ha



Bottom line: model two, by a margin of 0.1696 hartree.



Model one:
A molecular structure, C20H29CrGeNO4, computed with ωB97M-V with the def2-TZVPD basis set.

Each line ends with the Löwdin charge.
Geometry (Å):
Cr1 1.58025 -1.37048 0.24537  0.783
O1 -1.41358 -0.87048 3.08337  0.223
C1 -0.33447 -0.89574 2.35225  -0.397
O2 -0.17803 -1.63143 1.37598  0.030
C2 0.73983 0.07129 2.73652  -0.132
C3 0.75775 0.93771 3.82402  0.086
C4 1.86883 1.76828 3.95584  0.035
C5 2.89917 1.73676 3.01737  0.072
C6 2.79278 0.83838 1.95819  -0.129
N1 1.73804 0.03048 1.85247  0.081
C7 3.71697 0.61918 0.79114  -0.393
O3 4.82210 1.30322 0.66594  0.235
O4 3.40621 -0.21371 -0.04870  0.043
H1 -2.09339 -1.47867 2.74190  0.141
H2 -0.05223 0.96285 4.53687  0.145
H3 1.93102 2.45112 4.78973  0.138
H4 3.74215 2.40105 3.13149  0.135
H5 4.99528 1.92079 1.38877  0.143
C8 1.96003 -3.54826 -0.02876  -0.180
C9 3.31343 -3.29858 -0.25897  -0.061
C10 3.44842 -2.60004 -1.49038  -0.081
C11 2.19242 -2.43039 -2.04066  -0.123
C12 1.22465 -2.98098 -1.12666  -0.240
H6 1.54266 -4.16674 0.75235  0.127
H7 4.12143 -3.56660 0.40260  0.127
H8 4.37517 -2.23203 -1.89702  0.127
H9 1.96023 -1.94179 -2.97458  0.106
H10 0.19022 -3.20268 -1.34220  0.102
C13 -3.80712 -1.60797 0.70612  -0.092
C14 -3.02597 -0.82403 -0.33304  -0.270
C15 -2.30092 -1.74136 -1.30661  -0.271
C16 -1.41513 -1.02784 -2.32262  -0.307
Ge1 0.03575 0.10315 -1.67149  1.139
C17 -0.17155 1.64510 -0.45278  -0.324
C18 -0.71563 2.82644 -1.29366  -0.275
C19 -2.19644 2.73109 -1.62969  -0.283
C20 -2.70687 4.02817 -2.24021  -0.091
H11 -4.27537 -0.95608 1.44153  0.086
H12 -3.16976 -2.33509 1.21465  0.066
H13 -4.60503 -2.19508 0.25117  0.094
H14 -2.30583 -0.16641 0.17261  0.070
H15 -3.69691 -0.15064 -0.87372  0.122
H16 -3.03099 -2.34005 -1.85642  0.133
H17 -1.70307 -2.45968 -0.73336  0.089
H18 -2.01058 -0.33344 -2.93364  0.082
H19 -0.96742 -1.73072 -3.03102  0.079
H20 1.16533 0.38989 -2.65825  -0.001
H21 0.81093 1.91475 -0.05924  0.056
H22 -0.83574 1.44097 0.38401  0.056
H23 -0.12118 2.94929 -2.20603  0.113
H24 -0.54193 3.74026 -0.71591  0.126
H25 -2.75652 2.49397 -0.72163  0.112
H26 -2.38840 1.90572 -2.32988  0.094
H27 -2.61288 4.85510 -1.53752  0.083
H28 -3.75391 3.94623 -2.52094  0.082
H29 -2.14421 4.28575 -3.13669  0.084

net charge = +2
frontier orbital gap (alpha / beta) = 0.2420 / 0.2454 Ha
expectation value of S² = 6.0864
multiplicity = 5



Model two:
A molecular structure, C20H29CrGeNO4, computed with ωB97M-V with the def2-TZVPD basis set.

Each line ends with the natural charge from an NBO analysis.
Geometry (Å):
Cr1 1.32883 -1.37458 -0.84187  1.180
O1 3.44826 -3.69640 -4.16628  -0.639
C1 3.03746 -2.83906 -3.24457  0.766
O2 3.36632 -2.81361 -2.09228  -0.550
C2 2.05737 -1.83836 -3.79754  0.115
C3 1.84738 -1.68246 -5.15459  -0.129
C4 1.05397 -0.63834 -5.60896  -0.124
C5 0.53768 0.23893 -4.67830  -0.156
C6 0.78407 0.00726 -3.33593  0.034
N1 1.49223 -1.03627 -2.87938  -0.470
C7 0.31908 0.89297 -2.26367  0.831
O3 -0.26718 2.02050 -2.50617  -0.584
O4 0.50459 0.57965 -1.06117  -0.675
H1 4.10900 -4.29461 -3.77784  0.530
H2 2.31647 -2.37031 -5.84421  0.280
H3 0.86645 -0.50170 -6.66614  0.269
H4 -0.05259 1.08692 -5.00796  0.234
H5 -0.29671 2.25720 -3.44659  0.534
C8 1.48201 -3.58347 -0.06415  -0.262
C9 2.36464 -2.81740 0.74064  -0.285
C10 1.61561 -1.81561 1.37265  -0.332
C11 0.24853 -1.97042 0.97765  -0.357
C12 0.17136 -3.07285 0.09384  -0.350
H6 1.75019 -4.45433 -0.64125  0.256
H7 3.42720 -2.97011 0.84476  0.264
H8 2.00316 -1.12606 2.10574  0.252
H9 -0.60192 -1.43794 1.36962  0.243
H10 -0.73160 -3.49292 -0.31888  0.257
C13 -3.43411 -1.46432 2.16667  -0.608
C14 -2.85851 -0.07584 1.91378  -0.402
C15 -2.72306 0.24599 0.42957  -0.406
C16 -2.21780 1.67150 0.17311  -0.881
Ge1 -0.35900 2.00179 0.49157  1.582
C17 0.73492 1.46368 1.96235  -0.877
C18 0.72313 2.60487 2.99500  -0.412
C19 -0.68091 3.04352 3.40295  -0.385
C20 -0.67457 4.18315 4.41272  -0.607
H11 -3.51755 -1.67377 3.23334  0.236
H12 -2.81121 -2.24681 1.72284  0.197
H13 -4.43194 -1.55360 1.73313  0.223
H14 -1.88628 0.02693 2.40985  0.180
H15 -3.50235 0.67855 2.37599  0.219
H16 -3.70412 0.14415 -0.04049  0.235
H17 -2.08014 -0.49473 -0.05862  0.186
H18 -2.72903 2.37442 0.84037  0.275
H19 -2.40132 2.01863 -0.84376  0.253
H20 0.20352 3.24823 -0.18212  -0.149
H21 1.73727 1.30039 1.56170  0.254
H22 0.36606 0.52891 2.37879  0.245
H23 1.26817 3.46930 2.60458  0.217
H24 1.27784 2.26838 3.87299  0.240
H25 -1.23309 2.18690 3.80117  0.212
H26 -1.24074 3.37423 2.50868  0.169
H27 -0.16568 3.87534 5.32918  0.225
H28 -1.68738 4.48515 4.68009  0.232
H29 -0.15395 5.05845 4.01743  0.216

net charge = +2
frontier orbital gap (alpha / beta) = 0.2023 / 0.2551 Ha
expectation value of S² = 6.0587
multiplicity = 5



Bottom line: model two, by a margin of 0.0313 hartree.